(1)
Here is a structure of composition C32H28N2O2P2PdTe from OMol25. Energies are from ωB97M-V/def2-TZVPD.

## Properties
**LUMO**: 3.978 eV
**HOMO**: -0.92 eV
**Charge**: -2
**Gap between HOMO and LUMO**: 4.9 eV
**Strongest force on any atom**: 0.9 eV/Å
**Energy relative to the best compared isomer or geometry (same formula, charge and spin)**: 9.2 kJ/mol
**Molecular weight**: 768.6 u

Geometry as XYZ:
```
68
C32H28N2O2P2PdTe | OMol25 | ωB97M-V/def2-TZVPD
Pd -0.1230 -0.2131 -0.3475
N 0.2695 0.5686 2.0684
C -0.5627 1.7595 2.2644
C -0.5267 2.7058 1.0420
O -0.4909 3.9269 1.3042
O -0.5713 2.1555 -0.0895
H 0.1421 -0.1125 2.8040
H 1.2505 0.8123 2.0334
H -0.2968 2.3485 3.1452
H -1.5978 1.4234 2.3732
Te 0.0876 -5.1884 0.5143
C 0.8548 -6.0750 -1.2624
C 1.8697 -7.0221 -1.2593
C 2.3723 -7.4834 -2.4694
N 1.9324 -7.0817 -3.6616
C 0.9520 -6.1683 -3.6522
C 0.3928 -5.6388 -2.5011
C 0.1325 -3.2372 -0.3064
P 1.6074 -2.1942 0.0404
C 3.0256 -3.3648 -0.3556
C 3.5694 -4.1139 0.6932
C 4.6538 -4.9597 0.5014
C 5.2439 -5.0617 -0.7541
C 4.7354 -4.3094 -1.8038
C 3.6413 -3.4722 -1.6044
C 1.5314 -1.1214 -1.4573
C 1.1462 -1.5962 -2.7431
C 1.0832 -0.7544 -3.8241
C 1.3498 0.6240 -3.6712
C 1.7174 1.1193 -2.4465
C 1.8351 0.2650 -1.3226
P -1.2708 -2.1648 -0.0136
C -2.0097 -2.5008 1.6375
C -3.3765 -2.3704 1.8929
C -3.8870 -2.5573 3.1709
C -3.0390 -2.8548 4.2302
C -1.6727 -2.9513 3.9993
C -1.1653 -2.7769 2.7173
C -2.5064 -2.9303 -1.1537
C -2.5275 -2.4057 -2.4512
C -3.2769 -3.0059 -3.4530
C -4.0286 -4.1437 -3.1736
C -4.0258 -4.6664 -1.8888
C -3.2720 -4.0637 -0.8854
H 2.2933 -7.3765 -0.3262
H 3.1868 -8.2033 -2.4832
H 0.6024 -5.8407 -4.6272
H -0.3750 -4.8730 -2.5576
H 3.1220 -4.0276 1.6777
H 5.0459 -5.5360 1.3337
H 6.0921 -5.7193 -0.9102
H 5.1865 -4.3801 -2.7876
H 3.2528 -2.8985 -2.4368
H 0.8955 -2.6468 -2.8470
H 0.8009 -1.1468 -4.7956
H 1.2479 1.2943 -4.5176
H 1.9120 2.1774 -2.3234
H 2.3431 0.6229 -0.4366
H -4.0436 -2.1157 1.0774
H -4.9531 -2.4673 3.3454
H -3.4389 -3.0056 5.2261
H -0.9974 -3.1656 4.8202
H -0.0967 -2.8441 2.5329
H -1.9247 -1.5262 -2.6520
H -3.2767 -2.5886 -4.4539
H -4.6097 -4.6221 -3.9546
H -4.6030 -5.5577 -1.6673
H -3.2693 -4.4880 0.1101
```

Atomic partial charges in e from the Löwdin method, atoms 1 to 2: number 1, Pd, carries 0.40; number 2, N, carries -0.02

=====

(2)
Here is a structure of composition C24H43LaN2P3SSe from OMol25. Energies are from ωB97M-V/def2-TZVPD.

## Properties
**LUMO**: -9.766 eV
**HOMO**: -16.41 eV
**Charge**: +3
**Gap between HOMO and LUMO**: 6.6 eV
**Strongest force on any atom**: 2.8 eV/Å
**Energy relative to the best compared isomer or geometry (same formula, charge and spin)**: 3.4 kJ/mol
**Molecular weight**: 702.5 u

Geometry as XYZ:
```
75
C24H43LaN2P3SSe | OMol25 | ωB97M-V/def2-TZVPD
La -0.2885 0.4381 0.3091
P 0.6464 -2.2990 1.6442
P 0.6814 1.6219 2.7743
P 2.6246 0.0603 -0.1575
H -1.1123 0.6093 -2.4868
C -0.1499 0.0746 -2.5881
C -0.1973 -1.2690 -2.5541
H -1.1982 -1.7034 -2.5531
C -0.6114 -3.4460 2.2857
C 1.7394 -2.2603 3.1298
C 1.5889 -3.5168 0.6185
C 0.6848 3.4213 2.3330
C -0.2817 1.7623 4.3232
C 2.3647 1.5830 3.5132
C 3.1663 -0.7807 -1.6759
C 3.9069 -0.5092 1.0066
C 3.1959 1.7852 -0.4664
H 0.7255 0.7023 -2.7929
H 0.6697 -1.9371 -2.5719
H -1.3375 -3.6958 1.5076
H -1.1232 -3.0088 3.1486
H -0.1049 -4.3626 2.6043
H 1.2260 -1.7038 3.9282
H 2.7026 -1.7835 2.9039
H 1.9126 -3.2973 3.4556
H 0.9945 -3.7639 -0.2770
H 1.7252 -4.4260 1.2281
H 2.5744 -3.1299 0.3148
H 0.8454 3.9912 3.2589
H -0.2785 3.6983 1.8814
H 1.4705 3.6562 1.5998
H 0.0220 2.6766 4.8466
H -0.1079 0.8945 4.9704
H -1.3523 1.8142 4.0995
H 2.4068 2.3133 4.3348
H 3.1363 1.8398 2.7775
H 2.5972 0.5875 3.9097
H 4.1439 -0.3594 -1.9325
H 2.4557 -0.6140 -2.4923
H 3.2600 -1.8557 -1.4824
H 4.8799 -0.2153 0.5946
H 3.8746 -1.6000 1.1036
H 3.7754 -0.0433 1.9901
H 4.1349 1.7090 -1.0342
H 3.3595 2.3148 0.4865
H 2.4454 2.3403 -1.0646
C -0.5518 3.5298 -3.1444
C -1.0413 2.7185 -4.1958
C -1.2249 3.2567 -5.4959
C -0.9887 4.6098 -5.7556
C -0.5709 5.4430 -4.6887
C -0.3547 4.9000 -3.4079
Se 0.0268 3.0111 -1.2297
H -1.1402 1.9897 -0.9941
H -1.2771 1.6687 -4.0412
H -1.5571 2.6115 -6.3202
H -1.1230 5.0320 -6.7589
H -0.4128 6.5051 -4.8643
H -0.0110 5.5480 -2.5950
N -2.4792 -0.1293 2.6087
C -3.0572 -0.8658 1.5901
N -2.3904 -1.2150 0.4799
C -3.1252 -2.1944 -0.2381
C -2.5889 -3.1502 -1.1175
C -3.4658 -4.1069 -1.6643
C -4.8218 -4.1453 -1.2987
C -5.3073 -3.2454 -0.3324
C -4.4524 -2.3085 0.2254
S -4.7560 -1.2460 1.6272
H -3.0957 0.0570 3.4020
H -1.5725 -0.4790 2.9433
H -1.5203 -3.1412 -1.3633
H -3.0958 -4.8317 -2.3796
H -5.5030 -4.8653 -1.7515
H -6.3351 -3.2700 0.0085
```

Atomic partial charges in e from the Löwdin method, atoms 1 to 2: number 1, La, carries 1.38; number 2, P, carries 0.69

=====

(3)
Here is an isolated molecule of C5H8N2 from OMol25. Energies are from ωB97M-V/def2-TZVPD.

## Properties
**LUMO**: 1.000 eV
**HOMO**: -8.45 eV
**Gap between HOMO and LUMO**: 9.5 eV
**Strongest force on any atom**: 2.7 eV/Å
**Energy relative to the best compared isomer or geometry (same formula, charge and spin)**: 194.7 kJ/mol
**Molecular weight**: 96.1 u

Geometry as XYZ:
```
15
C5H8N2 | OMol25 | ωB97M-V/def2-TZVPD
H 3.0611 -1.0923 -0.1325
N 2.4038 -0.3235 -0.1496
C 1.2189 -0.7447 0.0574
N 0.0437 -0.0017 0.2128
C -1.1948 -0.6062 0.2284
C -1.6254 -1.7760 -0.2330
C 0.0792 1.3804 0.1396
C -0.8408 2.2257 -0.2513
H 0.9157 -1.8346 0.1387
H -1.9228 0.0661 0.6513
H -2.6320 -2.0748 0.0927
H -1.0932 -2.6080 -0.6176
H 1.0947 1.7479 0.3838
H -1.8840 1.9473 -0.3186
H -0.4951 3.2502 -0.2874
```

Atomic partial charges in e from the Löwdin method, atoms 1 to 2: number 1, H, carries 0.04; number 2, N, carries 0.09

=====

(4)
Here is the ion C6H11IN3 with charge +1 from OMol25. Energies are from ωB97M-V/def2-TZVPD.

## Properties
**LUMO (spin up / spin down)**: -4.106 / -3.928 eV
**HOMO (spin up / spin down)**: -12.18 / -11.80 eV
**Charge**: +1
**Gap between HOMO and LUMO (spin up / spin down)**: 8.1 / 7.9 eV
**Strongest force on any atom**: 2.0 eV/Å
**Energy relative to the best compared isomer or geometry (same formula, charge and spin)**: 277.3 kJ/mol
**Molecular weight**: 252.1 u

Geometry as XYZ:
```
21
C6H11IN3 | OMol25 | ωB97M-V/def2-TZVPD
C 0.7553 -2.1201 -0.7031
C -1.0328 -0.2951 -0.7172
C -0.1236 0.6208 1.2608
C -0.4856 -1.4696 0.1086
C -0.1422 -0.8663 1.3609
C -0.8147 2.1779 -0.5617
N 1.9287 -1.7457 -0.5358
N 2.4731 -1.0699 0.3686
N -0.2602 0.8674 -0.2041
I 3.5439 0.5896 -0.0265
H 0.5192 -2.9296 -1.3676
H -0.8979 -0.4051 -1.7926
H -2.0898 -0.1347 -0.4936
H -0.9800 1.0674 1.7824
H 0.7869 1.0912 1.6465
H -1.1565 -2.3236 0.1774
H 0.1535 -1.3940 2.2444
H -1.7760 2.3236 -0.0700
H -0.1340 2.9673 -0.2478
H -0.9589 2.2403 -1.6392
H 0.6915 0.8081 -0.5904
```

Atomic partial charges in e from the Löwdin method, atoms 1 to 2: number 1, C, carries -0.05; number 2, C, carries -0.06

=====

(5)
Here is a cluster of 3 separate species, ClFHN2O in total from OMol25. Energies are from ωB97M-V/def2-TZVPD.

## Properties
**LUMO (spin up / spin down)**: 3.050 / 3.130 eV
**HOMO (spin up / spin down)**: -4.50 / -4.50 eV
**Charge**: -1
**Gap between HOMO and LUMO (spin up / spin down)**: 7.5 / 7.6 eV
**Strongest force on any atom**: 12.4 eV/Å
**Energy relative to the best compared isomer or geometry (same formula, charge and spin)**: 360.1 kJ/mol
**Molecular weight**: 99.5 u

Geometry as XYZ:
```
6
ClFHN2O | OMol25 | ωB97M-V/def2-TZVPD
N 2.4578 0.6539 0.0278
N 1.6986 1.3147 1.1227
O 3.1300 0.2888 -0.8581
F -0.0382 -0.9619 0.1966
Cl -1.4201 1.3997 -0.3418
H -0.5126 -0.0999 0.0517
```

Atomic partial charges in e from the Löwdin method, atoms 1 to 2: number 1, N, carries -0.23; number 2, N, carries 0.15

=====

Which of these has the lowest energy relative to the best compared isomer or geometry (same formula, charge and spin)?
C24H43LaN2P3SSe